Record 1
{"formula": "C5H7N3O", "method": "the ωB97M-V functional and the def2-TZVPD basis", "elements": ["C", "C", "C", "C", "C", "H", "H", "H", "H", "H", "H", "H", "N", "N", "N", "O"], "positions_angstrom": [[1.969, 1.327, 0.536], [1.980, -0.120, -0.025], [-0.585, -0.294, -0.109], [-2.705, -0.286, 0.273], [-2.368, 0.912, -0.309], [1.468, 1.328, 1.577], [1.168, 2.089, -0.042], [2.858, 1.602, 0.594], [0.915, -1.634, -0.580], [-1.373, -1.953, 0.630], [-3.666, -0.576, 0.414], [-3.010, 1.749, -0.519], [0.735, -0.821, -0.150], [-1.542, -1.041, 0.405], [-0.896, 0.905, -0.522], [2.977, -0.643, -0.299]], "gap_ev": 9.7, "e_lumo_ev": 0.71}

Record 2
{"formula": "C24H60CrLi2N4O12PS2", "method": "the ωB97M-V functional and the def2-TZVPD basis", "elements": ["Cr", "Li", "Li", "P", "O", "O", "O", "O", "S", "O", "O", "O", "O", "S", "O", "O", "O", "O", "C", "C", "N", "C", "C", "C", "C", "H", "H", "H", "H", "H", "H", "H", "H", "H", "H", "H", "H", "H", "H", "H", "C", "C", "N", "C", "C", "C", "C", "H", "H", "H", "H", "H", "H", "H", "H", "H", "H", "H", "H", "H", "H", "H", "C", "C", "N", "C", "C", "C", "C", "H", "H", "H", "H", "H", "H", "H", "H", "H", "H", "H", "H", "H", "H", "H", "C", "C", "N", "C", "C", "C", "C", "H", "H", "H", "H", "H", "H", "H", "H", "H", "H", "H", "H", "H", "H", "H"], "positions_angstrom": [[-1.132, 1.698, -3.822], [-1.565, 3.638, -0.935], [-1.351, -1.180, -1.155], [-0.150, 0.736, -1.800], [-1.424, 0.153, -2.524], [-0.896, 2.065, -1.824], [0.584, 0.903, -3.147], [0.143, -0.207, -0.634], [-2.132, 4.258, -3.612], [-2.403, 5.307, -4.570], [-2.422, 4.732, -2.237], [-2.781, 2.949, -3.922], [-0.751, 3.783, -3.737], [-1.060, 1.096, -6.500], [-0.365, 2.071, -5.616], [-1.946, 1.703, -7.466], [-0.044, 0.215, -7.075], [-1.765, 0.473, -5.341], [6.810, -1.828, -3.544], [5.537, -1.300, -4.272], [4.714, -0.391, -3.500], [3.993, -0.953, -2.363], [2.679, -1.693, -2.709], [5.426, 0.819, -3.083], [4.469, 2.028, -3.214], [7.214, -2.741, -3.992], [6.451, -2.187, -2.573], [7.649, -1.163, -3.344], [5.848, -0.772, -5.172], [4.898, -2.161, -4.467], [3.750, -0.188, -1.627], [4.690, -1.620, -1.830], [2.310, -1.940, -1.708], [2.899, -2.660, -3.169], [1.952, -1.106, -3.265], [5.846, 0.725, -2.072], [6.261, 1.004, -3.764], [3.478, 1.829, -2.808], [4.897, 2.929, -2.769], [4.331, 2.164, -4.286], [-2.670, -1.800, 1.139], [-2.514, -3.228, 0.612], [-1.941, -3.071, -0.754], [-0.819, -4.016, -0.904], [0.358, -3.669, 0.042], [-2.954, -3.417, -1.771], [-4.105, -2.417, -1.857], [-3.104, -1.838, 2.141], [-3.364, -1.229, 0.516], [-1.762, -1.202, 1.072], [-1.871, -3.809, 1.271], [-3.511, -3.677, 0.641], [-1.142, -5.058, -0.787], [-0.388, -3.947, -1.906], [0.235, -4.130, 1.024], [1.286, -4.064, -0.369], [0.418, -2.583, 0.124], [-3.319, -4.437, -1.583], [-2.397, -3.435, -2.711], [-4.763, -2.340, -0.988], [-4.783, -2.646, -2.681], [-3.709, -1.416, -2.048], [0.865, -1.697, 6.551], [-0.508, -1.070, 6.198], [-1.240, -1.783, 5.164], [-1.995, -2.987, 5.513], [-2.594, -3.084, 6.924], [-0.595, -1.974, 3.875], [-0.242, -0.647, 3.201], [0.637, -2.763, 6.681], [1.222, -1.386, 7.535], [1.673, -1.648, 5.826], [-1.131, -0.879, 7.066], [-0.333, -0.117, 5.690], [-2.834, -2.970, 4.808], [-1.393, -3.892, 5.345], [-3.122, -2.211, 7.302], [-3.063, -4.050, 7.072], [-1.672, -3.039, 7.527], [-1.245, -2.586, 3.252], [0.292, -2.629, 3.941], [0.509, -0.020, 3.678], [-1.157, -0.045, 3.206], [-0.008, -0.821, 2.149], [1.169, 3.127, 0.987], [-0.238, 3.046, 1.598], [-1.229, 4.014, 1.115], [-0.842, 5.407, 1.373], [0.075, 5.981, 0.277], [-2.525, 3.750, 1.757], [-3.130, 2.400, 1.322], [1.750, 3.974, 1.362], [1.048, 3.122, -0.095], [1.732, 2.272, 1.363], [-0.554, 2.048, 1.284], [-0.187, 3.107, 2.695], [-1.705, 6.078, 1.338], [-0.496, 5.524, 2.410], [0.762, 6.716, 0.700], [0.595, 5.199, -0.272], [-0.510, 6.493, -0.488], [-3.267, 4.494, 1.470], [-2.484, 3.736, 2.852], [-4.207, 2.426, 1.157], [-2.942, 1.659, 2.106], [-2.704, 1.963, 0.414]], "gap_ev": [4.3, 5.1], "total_charge": -2, "s2": 3.77, "e_lumo_ev": [3.05, 3.05], "multiplicity": 4}

Per-record electronic energy, eV: -11814.9924, -116190.6349